Molecular formula: C21H43F7N4O19PS3
Method: DFT, ωB97M-V/def2-TZVPD

## Properties
Energy relative to the best compared isomer or geometry (same formula, charge and spin)   0.4879 eV
E_LUMO   1.79 eV
HOMO-LUMO gap   8.837 eV
HOMO level   -7.0 eV
Total charge   -1

Last column: Löwdin charge in e.
Geometry (Å):
P: 0.793 -0.037 -0.755  0.193
F: 1.004 -0.170 0.854  -0.170
F: -0.587 -0.876 -0.576  -0.160
F: -0.044 1.337 -0.441  -0.189
F: 0.452 0.078 -2.345  -0.166
F: 2.099 0.891 -1.012  -0.164
F: 1.598 -1.400 -1.009  -0.133
C: 3.723 -0.659 -5.265  -0.002
C: 2.789 -1.849 -5.177  -0.553
O: 3.014 -2.882 -5.813  0.003
N: 1.680 -1.701 -4.443  0.012
C: 0.598 -2.629 -4.313  -0.070
H: 3.168 0.200 -4.883  0.070
H: 4.021 -0.479 -6.293  0.078
H: 4.607 -0.827 -4.653  0.080
H: 1.652 -0.870 -3.869  0.098
H: 0.999 -3.608 -4.590  0.087
H: -0.311 -2.557 -4.911  0.075
H: 0.306 -2.719 -3.266  0.074
C: 1.689 4.834 -1.442  0.000
C: 3.082 5.434 -1.436  -0.555
O: 3.255 6.592 -1.811  0.018
N: 4.105 4.614 -1.141  0.000
C: 5.498 4.973 -1.075  -0.076
H: 0.985 5.500 -0.947  0.079
H: 1.602 3.837 -1.005  0.062
H: 1.350 4.755 -2.475  0.086
H: 3.838 3.639 -1.164  0.131
H: 5.738 5.304 -0.064  0.083
H: 5.775 5.698 -1.837  0.083
H: 6.150 4.117 -1.252  0.083
C: -4.731 4.852 -4.089  -0.006
C: -3.975 3.526 -3.882  -0.554
O: -4.397 2.487 -4.362  0.037
N: -2.974 3.555 -2.982  0.004
C: -2.111 2.424 -2.656  -0.062
H: -4.406 5.670 -3.443  0.063
H: -5.778 4.637 -3.900  0.077
H: -4.527 5.199 -5.102  0.076
H: -2.587 4.412 -2.625  0.123
H: -2.647 1.505 -2.907  0.062
H: -1.944 2.308 -1.590  0.071
H: -1.229 2.387 -3.293  0.090
C: -1.466 -0.243 2.903  0.000
C: -2.887 -0.702 3.159  -0.538
O: -3.464 -1.271 2.247  0.052
N: -3.402 -0.314 4.341  0.005
C: -4.773 -0.592 4.781  -0.068
H: -0.707 -1.014 3.018  0.065
H: -1.265 0.603 3.574  0.067
H: -1.295 0.259 1.950  0.074
H: -2.825 -0.192 5.154  0.128
H: -5.534 0.015 4.301  0.081
H: -4.824 -0.472 5.863  0.077
H: -4.937 -1.668 4.658  0.086
C: -3.357 -1.632 -1.446  -0.054
C: -4.431 -1.425 -2.506  -0.300
O: -4.400 -2.585 -3.275  0.133
C: -3.073 -2.960 -3.285  -0.525
O: -2.495 -3.565 -4.115  0.190
O: -2.534 -2.597 -2.103  0.040
F: -4.088 -0.358 -3.307  0.048
H: -3.678 -1.997 -0.474  0.128
H: -2.873 -0.661 -1.337  0.130
H: -5.431 -1.200 -2.134  0.170
C: 2.707 -2.560 3.142  -0.161
C: 2.081 -2.611 4.557  -0.173
O: 1.966 -3.984 4.889  -0.190
S: 2.901 -4.859 3.937  0.632
O: 2.373 -6.177 3.753  -0.214
O: 4.243 -4.746 4.416  -0.229
O: 2.615 -3.903 2.656  -0.191
H: 3.759 -2.262 3.123  0.124
H: 2.292 -1.808 2.468  0.117
H: 1.121 -2.111 4.643  0.109
H: 2.735 -2.084 5.255  0.123
C: -0.130 -3.872 0.732  -0.134
C: -1.616 -3.569 0.505  -0.152
O: -2.304 -4.055 1.675  -0.203
S: -1.278 -4.520 2.827  0.667
O: -1.740 -5.709 3.470  -0.213
O: -0.678 -3.422 3.538  -0.236
O: -0.251 -4.985 1.641  -0.215
H: 0.403 -3.042 1.190  0.105
H: 0.323 -4.392 -0.108  0.146
H: -2.084 -4.032 -0.359  0.128
H: -1.762 -2.488 0.475  0.086
C: 1.276 2.081 2.761  -0.201
C: 1.834 3.317 3.438  -0.155
O: 2.864 2.914 4.354  -0.200
S: 3.000 1.305 4.327  0.673
O: 3.106 0.856 5.681  -0.231
O: 3.945 0.916 3.307  -0.226
O: 1.422 1.090 3.791  -0.211
H: 1.705 1.701 1.835  0.106
H: 0.223 2.244 2.538  0.127
H: 1.057 3.792 4.037  0.130
H: 2.305 4.044 2.777  0.133